Formula: C26H45N3O6S2
Source: OMol25
Level of theory: wB97M-V/def2-TZVPD

XYZ file:
```
82
Properties=species:S:1:pos:R:3:forces:R:3:mulliken_charge:R:1
C 0.7165 2.5717 1.6011 0.9 0.3 0.5 -0.753
C 0.4148 4.1815 1.8055 0.7 0.2 1.6 1.511
C 1.5085 5.1535 0.9945 -1.6 -0.6 -0.7 -1.237
C 0.7231 4.4816 3.4222 -0.6 0.6 -1.0 -1.387
C -1.1447 4.6200 1.5629 -0.2 -0.9 0.2 -0.910
C -1.8428 4.0161 0.2104 -1.4 0.0 -0.6 1.716
C -0.8605 3.9060 -1.0970 -0.3 -0.6 -0.5 -1.091
C -3.0349 5.1115 -0.2112 1.3 0.8 -0.2 -1.287
C -2.6322 2.5687 0.4487 -1.6 -4.3 0.6 -0.221
C -3.7251 2.3387 1.6932 0.7 -2.9 -2.0 -0.344
C -4.4899 0.9161 1.9845 2.2 -0.1 -2.9 -0.549
C -4.2473 -0.4117 1.0076 2.6 3.7 -1.1 0.020
O -4.9233 -1.7058 1.2085 2.4 1.9 0.6 -0.377
C -4.2422 -2.5394 2.2116 0.6 -1.0 1.7 -0.564
C -2.9400 -3.3720 1.6466 -0.6 0.8 -0.9 0.477
O -2.1984 -4.0501 2.7316 1.1 0.3 -2.7 -0.444
C -0.9424 -4.5240 2.0625 0.0 -1.3 0.6 -0.324
C 0.3625 -3.6139 2.4586 -0.1 -0.4 1.4 -0.628
S 0.7535 -2.2673 1.1667 -3.3 3.5 -2.6 0.605
O -0.0177 -0.9933 1.6723 3.0 -4.5 -1.1 -0.523
O 0.1888 -2.7015 -0.2283 2.2 0.5 4.3 -0.438
N 2.4947 -2.0542 1.1523 -0.8 0.6 -2.0 -0.478
S 2.9876 -0.9663 -0.1542 -2.1 5.8 2.9 1.060
O 1.8257 -0.0260 -0.5707 3.6 -3.8 0.3 -0.495
O 4.0837 -0.0286 0.4852 -1.6 -3.9 -1.5 -0.771
C 3.8361 -1.8399 -1.5852 0.3 -1.2 -1.3 -0.711
C 3.0907 -1.6525 -3.0385 0.7 0.7 -0.3 -0.209
C 3.1315 -3.0422 -3.9101 0.7 0.3 -0.7 -0.465
C 1.8499 -3.2753 -4.9059 0.1 -1.6 -0.4 -0.946
N 0.5233 -2.7803 -4.3721 -1.1 0.9 -0.1 0.222
C -0.3030 -3.5526 -3.3664 -2.9 5.4 -1.4 -0.198
C -1.6116 -2.5921 -3.0957 4.5 0.2 -3.0 -0.333
C -1.4116 -1.2655 -4.0465 3.1 -3.3 0.1 -0.439
C 0.0053 -1.4469 -4.8733 -4.5 -2.2 4.6 -0.383
C -3.1870 -0.2158 -0.2318 -0.9 2.5 2.5 -0.048
C -2.3866 1.2256 -0.5060 -2.5 -0.3 2.9 0.166
H -0.2056 1.9013 1.8724 1.7 1.3 -0.8 0.066
H 1.5630 2.2983 2.3944 -1.7 0.5 -1.7 0.285
H 1.1905 2.3193 0.5449 -1.3 0.4 2.2 -0.028
H 2.4986 5.3020 1.6037 -2.0 -0.3 -1.3 0.317
H 1.6897 4.6323 -0.0405 0.1 1.1 2.0 0.240
H 0.9554 6.1812 0.7429 1.5 -2.0 0.8 0.252
H 0.4899 5.6313 3.5624 0.5 -2.2 0.1 0.343
H 1.8613 4.2819 3.6256 -2.3 0.3 -0.2 0.394
H 0.0048 3.8507 4.1161 1.6 1.2 -1.4 0.292
H -1.7876 4.2066 2.4799 1.4 0.9 -1.9 0.069
H -1.2694 5.7903 1.5607 0.4 -2.2 -0.1 0.341
H -1.5634 3.7256 -2.0434 1.5 0.5 2.0 0.373
H -0.1192 2.9915 -1.0733 -1.5 1.8 0.2 -0.036
H -0.2226 4.8731 -1.2673 -1.4 -1.7 0.4 0.241
H -3.6093 5.5197 0.7322 0.9 -1.1 -1.9 0.308
H -3.7257 4.7260 -1.0734 1.2 0.6 1.9 0.297
H -2.4302 6.0471 -0.6406 -1.3 -1.9 0.9 0.358
H -3.9300 3.2281 2.4262 0.4 -1.9 -1.6 0.225
H -5.2381 0.7778 2.8848 1.7 0.5 -2.0 0.272
H -5.0058 -3.3504 2.6155 1.3 1.8 -1.1 0.255
H -3.9358 -1.8906 3.1462 -0.4 -1.2 -1.9 0.285
H -2.1734 -2.6745 1.0879 -1.8 -1.1 1.0 -0.214
H -3.3422 -4.1830 0.8859 0.8 1.5 1.4 0.151
H -0.7685 -5.6164 2.4909 -0.2 2.3 -0.8 0.295
H -1.1303 -4.6498 0.9111 0.7 0.5 2.2 0.229
H 0.0789 -3.0309 3.4506 0.6 -1.0 -2.3 0.308
H 1.3040 -4.2759 2.7151 -1.9 1.3 -0.9 0.334
H 4.9357 -1.4332 -1.6823 -2.3 -0.7 0.6 0.253
H 3.8401 -2.9827 -1.3342 0.0 2.2 -0.2 0.343
H 3.7489 -0.8592 -3.6412 -1.6 -1.6 1.3 0.302
H 2.0316 -1.1683 -2.9238 1.9 -1.3 0.0 0.200
H 3.2969 -4.0178 -3.2697 -0.5 2.1 -1.0 0.364
H 4.0886 -2.9568 -4.6184 -2.0 -0.4 1.5 0.242
H 2.0453 -2.8738 -6.0123 -0.6 -0.5 2.7 0.329
H 1.7344 -4.4570 -5.0284 0.3 2.5 0.2 0.314
H -0.0357 -4.5926 -2.8994 -0.3 2.5 -1.3 0.282
H -2.4687 -2.8569 -2.3393 2.0 0.7 -1.8 0.332
H -2.1549 -0.3456 -4.1060 1.9 -2.3 0.1 0.325
H 0.4910 -0.6906 -5.6246 -0.7 -2.1 1.7 0.290
H -2.9908 -1.1534 -0.9219 -0.3 2.3 1.5 -0.119
H -1.6281 1.2350 -1.4048 -1.7 0.0 2.1 0.101
N 5.9064 -1.9268 2.1523 0.5 -0.2 0.3 -0.365
H 4.9148 -1.9686 1.8894 -0.6 0.4 -0.3 0.153
H 6.2808 -0.9973 1.9285 -0.4 -0.1 -0.1 0.398
H 6.0010 -2.1002 3.1599 -0.1 0.0 -0.3 0.402
H 6.4290 -2.6408 1.6316 -0.2 0.2 0.1 0.375
```
Positions in Å, forces in eV/Å.

Summary:
HOMO-LUMO gap: 5.841 eV
lowest unoccupied orbital energy: -1.438 eV
HOMO energy: -7.279 eV
ΔE to the lowest compared entry with this formula, charge and spin: 13.583 eV

---

Formula: C26H45N4O11
Source: OMol25
Level of theory: wB97M-V/def2-TZVPD

XYZ file:
```
86
Properties=species:S:1:pos:R:3:forces:R:3:mulliken_charge:R:1
C 5.7857 1.0765 -0.6572 0.3 -1.0 -0.2 -0.711
N 5.1106 2.0292 -1.5927 0.6 1.2 0.6 -0.234
C 4.9612 3.3330 -1.0339 0.6 1.0 0.6 0.554
N 5.9772 3.9910 -0.2713 -0.6 -1.4 -2.4 -0.535
N 3.8513 4.0073 -1.2090 0.5 -0.6 -0.5 -0.014
C 2.6752 3.5426 -1.9615 -1.2 -0.5 0.1 -0.671
C 1.4118 3.6389 -1.0119 0.5 -0.1 0.5 0.392
O 1.4183 4.5098 -0.1613 -0.3 -0.6 -1.2 -0.567
N 0.4093 2.6547 -1.2418 -0.1 1.1 0.8 0.337
C 0.7631 1.3667 -0.5730 1.6 -0.3 -0.8 -0.838
C -0.9600 3.1345 -0.9418 -1.6 0.0 0.1 -0.722
H 6.5410 0.4890 -1.2408 -0.7 0.5 0.5 0.308
H 6.3385 1.5634 0.1683 -0.7 -0.3 -0.5 0.228
H 5.0332 0.3417 -0.2801 0.6 0.8 -0.1 0.253
H 5.7563 2.1526 -2.3855 -0.6 0.0 0.1 0.302
H 6.8515 3.4594 -0.3924 -0.2 0.3 0.5 0.239
H 6.1339 4.9165 -0.6899 -0.2 -0.2 0.7 0.331
H 3.7860 4.9537 -0.8158 -0.1 -0.6 0.0 0.327
H 2.4908 4.2448 -2.8083 0.1 -0.6 0.5 0.247
H 2.7806 2.4992 -2.3456 0.3 1.0 0.4 0.361
H 0.9629 0.5969 -1.3673 -0.5 0.4 0.9 0.220
H 1.7476 1.5180 -0.0472 -1.0 -0.4 -0.2 0.262
H 0.0076 1.0191 0.1622 0.4 0.4 -0.6 0.385
H -1.0159 4.0876 -0.3679 0.4 -0.7 -0.4 0.367
H -1.5549 3.3045 -1.8819 0.8 -0.2 0.7 0.141
H -1.5703 2.3842 -0.3570 1.1 0.8 -0.7 0.166
O -3.7259 4.4106 0.3280 0.3 -0.5 -0.1 -0.573
C -4.1428 3.3223 0.6136 -0.2 0.7 -0.2 0.471
O -3.5498 2.1662 0.2121 -0.3 0.2 0.1 -0.280
C -4.3520 1.0444 0.6239 -0.1 -0.5 0.1 -0.159
C -5.1875 1.5579 1.7787 -0.2 -0.1 0.3 -0.564
C -5.3879 3.0190 1.4092 0.1 -0.4 0.4 -0.486
H -4.9652 0.7251 -0.2236 0.0 0.1 0.0 0.184
H -3.7037 0.2222 0.9204 0.1 0.1 -0.1 0.148
H -6.1170 1.0057 1.9145 0.1 0.0 -0.1 0.374
H -4.6164 1.4892 2.7081 0.0 0.0 -0.1 0.291
H -6.2600 3.1621 0.7681 0.0 0.1 0.0 0.257
H -5.4527 3.6575 2.2878 -0.1 0.2 -0.2 0.317
O 9.0066 2.1319 0.7022 -0.6 -0.2 -0.1 -0.561
C 8.8112 1.1757 1.4057 0.4 0.6 0.1 0.491
O 7.6142 0.5417 1.4700 0.3 0.0 0.1 -0.361
C 7.6634 -0.4871 2.4756 -0.1 -0.4 0.3 -0.504
C 9.1367 -0.8052 2.6393 0.2 -0.2 0.1 -0.504
C 9.7926 0.5373 2.3541 0.0 -0.5 -0.1 -0.424
H 7.2156 -0.0974 3.3929 0.0 0.0 -0.1 0.273
H 7.0891 -1.3507 2.1419 -0.1 0.2 -0.1 0.339
H 9.3804 -1.2164 3.6181 -0.1 0.0 0.0 0.334
H 9.4451 -1.5313 1.8830 0.0 0.0 0.1 0.273
H 9.8684 1.1540 3.2518 0.1 0.1 -0.1 0.264
H 10.7687 0.4244 1.8869 0.0 0.3 0.1 0.307
O -3.8181 -0.0789 -5.3900 0.5 -0.1 -0.1 -0.569
C -2.8178 0.5765 -5.4488 -0.7 -0.2 0.3 0.466
O -1.5877 0.0518 -5.7008 -0.1 0.0 0.0 -0.373
C -0.5942 1.0793 -5.5945 0.3 0.0 0.0 -0.212
C -1.3417 2.3814 -5.8006 0.1 0.4 0.0 -0.513
C -2.7083 2.0643 -5.2176 0.3 0.3 -0.4 -0.028
H -0.1346 1.0168 -4.6032 0.0 0.0 0.0 0.089
H 0.1745 0.9199 -6.3505 -0.1 -0.2 0.0 0.322
H -0.8511 3.2371 -5.3357 0.0 -0.1 0.0 0.305
H -1.4379 2.5888 -6.8692 0.0 0.0 0.1 0.281
H -2.7486 2.2582 -4.1435 -0.1 0.0 0.0 -0.085
H -3.5021 2.6008 -5.7328 -0.2 -0.1 0.3 0.324
O -2.0047 -2.3707 3.0355 -0.2 0.4 -0.4 -0.625
C -2.3671 -2.7551 1.9580 0.2 -0.4 0.7 0.416
O -3.0932 -1.9897 1.0969 0.1 0.1 0.2 -0.309
C -3.4585 -2.7743 -0.0520 -0.2 -0.1 -0.4 -0.395
C -2.4506 -3.9031 -0.0990 0.1 -0.4 -0.2 -0.596
C -2.1443 -4.1255 1.3716 0.2 0.2 -0.4 0.187
H -4.4806 -3.1361 0.0854 0.1 0.0 0.0 0.263
H -3.4216 -2.1503 -0.9453 -0.1 0.1 0.2 0.332
H -2.8237 -4.7903 -0.6097 -0.1 0.1 0.1 0.350
H -1.5460 -3.5711 -0.6167 -0.1 0.0 0.0 0.314
H -2.8455 -4.8248 1.8286 0.2 0.0 0.0 -0.325
H -1.1185 -4.4544 1.5273 -0.1 0.0 0.3 0.325
O -4.5308 -6.1145 1.3055 0.1 0.1 0.4 -0.603
C -5.0630 -6.1855 2.3814 0.0 -0.3 -0.5 0.606
O -4.3855 -6.1238 3.5531 0.0 0.1 -0.4 -0.361
C -5.2895 -6.3469 4.6471 -0.1 0.0 0.5 -0.461
C -6.6617 -6.0050 4.1034 -0.4 0.1 0.1 -0.485
C -6.5344 -6.3947 2.6401 -0.2 0.3 0.4 -0.422
H -5.2117 -7.3932 4.9531 0.0 0.0 -0.1 0.277
H -5.0070 -5.7126 5.4862 0.2 0.0 -0.1 0.320
H -7.4705 -6.5136 4.6273 0.1 0.0 0.0 0.325
H -6.8340 -4.9285 4.1828 0.0 -0.1 0.0 0.268
H -6.7759 -7.4465 2.4742 0.0 0.0 -0.1 0.268
H -7.1378 -5.7597 1.9945 0.1 -0.2 -0.2 0.282
```
Positions in Å, forces in eV/Å.

Summary:
HOMO-LUMO gap: 8.373 eV
lowest unoccupied orbital energy: -3.138 eV
HOMO energy: -11.511 eV
net charge: +1